No. 1
Here is a molecular structure, C23H20GeO7P2ReSTe in a non-equilibrium geometry from OMol25. Energies are from ωB97M-V/def2-TZVPD.

```
56
Properties=species:S:1:pos:R:3:forces:R:3:nbo_charge:R:1
Re -1.0507 1.5387 1.0394 -5.8 5.2 -1.0 0.76
O -3.6868 4.1726 -1.2644 0.5 -0.4 0.2 -0.93
P -3.1080 3.0369 -0.3791 2.2 -1.9 0.2 2.58
O -4.1813 1.9650 -0.0328 -0.2 -0.7 0.3 -1.09
O -1.8503 2.4694 -1.0456 -0.9 0.1 1.1 -1.09
O -2.5564 3.4339 1.0625 -0.7 1.7 0.9 -1.17
P -2.6824 3.2419 2.8442 0.1 0.5 -0.2 2.53
O -3.8713 2.1654 2.8917 0.8 -0.1 -0.2 -1.00
O -2.9596 4.4567 3.6223 0.4 -1.1 -1.3 -1.01
O -1.3633 2.4559 2.9039 -0.4 -0.1 -0.3 -1.05
H -4.3555 4.7165 -0.8666 -0.8 0.6 0.3 0.53
H -4.7130 2.5857 3.0591 -0.6 0.2 0.2 0.53
Te -3.3393 0.1194 0.7624 0.2 1.8 -0.3 1.33
C -3.7888 -0.6142 -1.0675 -0.5 -0.6 -0.2 -0.68
C -4.5980 -1.7530 -1.1889 0.7 0.5 0.1 -0.20
C -4.9463 -1.9883 -2.5342 0.1 0.2 -0.2 -0.27
C -4.4577 -1.0059 -3.3638 0.0 0.1 -0.3 -0.37
S -3.5565 0.1954 -2.5648 -0.1 -0.5 0.0 0.58
H -4.8761 -2.3622 -0.3277 0.0 0.1 -0.4 0.24
H -5.5431 -2.8037 -2.9181 0.0 0.0 0.2 0.25
H -4.6072 -0.9264 -4.4421 0.0 -0.1 0.4 0.26
C -0.0159 0.3349 1.2253 6.1 -5.1 0.5 -0.27
Ge 1.8795 -0.3967 0.6064 -0.6 -0.1 -0.2 1.61
C 1.1972 -0.7410 -1.1808 -0.7 -0.1 -0.2 -0.48
C 0.0102 -1.5076 -1.1936 0.3 0.2 -0.4 -0.16
C -0.7717 -1.5685 -2.3327 0.3 0.0 -0.4 -0.24
C -0.3279 -0.9394 -3.5008 0.2 0.1 0.0 -0.20
C 0.8643 -0.2193 -3.5294 -0.4 -0.4 0.3 -0.19
C 1.5949 -0.0907 -2.3478 0.1 -0.1 0.1 -0.21
C 3.2654 0.9534 0.6001 0.2 0.7 -0.1 -0.51
C 4.6075 0.6973 0.9318 -0.3 0.1 0.0 -0.18
C 5.5824 1.6893 0.8122 -0.8 -0.1 0.1 -0.20
C 5.1990 2.9587 0.3938 0.6 0.0 -0.1 -0.18
C 3.8923 3.2364 0.0332 -0.2 -0.6 0.2 -0.23
C 2.9323 2.2355 0.1182 0.2 -0.5 0.1 -0.13
C 2.0429 -2.0380 1.5850 0.3 -0.9 0.2 -0.52
C 0.9140 -2.5230 2.2597 -0.1 0.4 0.1 -0.19
C 0.8974 -3.7785 2.8566 0.4 0.6 -0.6 -0.21
C 2.0234 -4.5723 2.7570 0.3 -0.2 0.1 -0.18
C 3.1654 -4.1466 2.0844 -0.3 0.8 -0.2 -0.22
C 3.1787 -2.8753 1.4908 -0.3 -0.2 0.1 -0.12
H -0.2962 -2.0730 -0.3201 0.0 0.1 0.1 0.20
H -1.7096 -2.1205 -2.3430 0.2 0.0 0.0 0.21
H -0.9094 -1.0181 -4.4063 -0.1 0.0 -0.1 0.22
H 1.2158 0.2194 -4.4605 -0.1 0.0 0.2 0.23
H 2.4895 0.5211 -2.3557 0.0 0.0 0.1 0.22
H 4.9021 -0.2737 1.2993 0.0 -0.2 0.1 0.22
H 6.6048 1.4671 1.0837 0.0 0.1 -0.1 0.23
H 5.9533 3.7336 0.3188 -0.1 0.0 0.0 0.23
H 3.6145 4.2168 -0.2947 -0.1 0.4 -0.2 0.22
H 1.9241 2.4307 -0.2348 -0.1 0.1 0.1 0.19
H 0.0291 -1.8814 2.3351 0.3 -0.3 0.0 0.21
H 0.0163 -4.1219 3.3589 -0.3 -0.2 0.2 0.22
H 2.0195 -5.5376 3.2318 0.0 -0.3 0.0 0.22
H 4.0389 -4.7836 2.0083 -0.1 0.0 0.0 0.23
H 4.0674 -2.5875 0.9202 -0.3 0.1 0.2 0.21
```
Forces are in eV/Å.

As for the charge: +1. As for the LUMO energy: -5.20 eV. The value obtained for the total energy is -4919.10428 Eh.

=====

No. 2
Here is a molecular structure, C9H22InN2O15S3 from OMol25. Energies are from ωB97M-V/def2-TZVPD.

```
52
Properties=species:S:1:pos:R:3:forces:R:3:mulliken_charge:R:1
C -1.6207 -0.1548 3.2273 0.0 0.1 0.0 -1.30
C -1.7547 -0.7204 1.8013 -0.3 0.1 -0.2 0.53
N -1.9535 0.3268 0.7935 0.4 -0.1 0.0 -0.60
In -0.4343 0.4641 -0.6624 0.0 0.0 -0.1 1.09
O -0.2910 2.4254 -1.2921 0.1 0.0 0.0 -0.83
C 1.5408 -0.0683 0.2564 -0.4 0.4 0.0 -0.71
O 2.4600 1.1062 0.3135 0.5 -0.1 0.2 -0.18
N 2.8474 1.3677 1.5932 -0.2 -0.8 -0.1 0.05
O 4.0281 1.3540 1.7092 0.1 0.6 -0.1 -0.40
H -1.9489 0.8853 3.2038 0.0 0.0 0.1 0.30
H -0.5879 -0.1720 3.5869 0.0 0.0 0.0 0.26
H -2.2390 -0.6966 3.9484 0.1 0.0 0.0 0.35
H -0.8719 -1.3414 1.5820 -0.1 -0.1 0.1 0.07
H -2.6160 -1.3964 1.7593 0.1 -0.1 0.2 -0.07
H -2.8215 0.1399 0.3099 -0.1 0.1 0.1 0.17
H -0.7247 -0.5890 -2.0438 0.0 0.1 -0.1 -0.55
H -0.0350 2.9400 -0.5200 -0.1 0.1 -0.1 0.22
H 1.4805 -0.4739 1.2701 0.0 0.0 -0.1 0.31
H 2.1039 -0.7786 -0.3533 0.0 0.0 0.1 0.28
C 1.3038 -1.3794 -4.7027 0.1 0.1 0.0 -0.27
C 0.6982 -1.3300 -6.0914 -0.1 0.1 0.0 -0.34
O 0.1802 -2.6613 -6.2784 0.1 0.0 0.0 -0.34
S -0.3602 -3.2267 -4.8823 0.1 0.0 -0.2 1.03
O -1.7640 -3.0334 -4.7922 -0.1 0.0 0.1 -0.52
O 0.1835 -4.5244 -4.6956 0.0 -0.1 0.0 -0.56
O 0.3657 -2.1705 -3.9663 -0.1 -0.1 0.2 -0.15
H 2.2746 -1.8770 -4.6975 0.0 0.0 0.0 0.25
H 1.3730 -0.4077 -4.2202 -0.1 0.0 0.1 0.29
H 1.4257 -1.1328 -6.8735 0.0 -0.1 0.0 0.31
H -0.1228 -0.6146 -6.1480 0.0 0.0 0.0 0.29
C -4.1768 -3.2645 -1.5001 0.0 -0.1 -0.1 -0.20
C -5.5149 -2.7187 -1.9598 0.0 0.1 -0.1 -0.36
O -6.2403 -2.5091 -0.7341 0.0 -0.2 0.0 -0.33
S -5.2261 -2.0529 0.4182 0.0 0.0 -0.2 1.11
O -5.2273 -0.6400 0.5157 0.0 0.1 0.1 -0.51
O -5.4584 -2.8626 1.5592 -0.1 -0.1 0.1 -0.58
O -3.8951 -2.5006 -0.3200 0.1 0.0 0.0 -0.26
H -4.2397 -4.3206 -1.2330 0.0 0.0 0.0 0.25
H -3.3736 -3.1020 -2.2146 0.0 0.1 0.0 0.22
H -6.0760 -3.4159 -2.5753 -0.1 0.0 0.1 0.31
H -5.4036 -1.7641 -2.4756 0.0 0.0 0.0 0.30
C 5.5018 3.6306 3.6652 0.0 -0.2 0.0 -0.23
C 4.0589 4.0372 3.4651 0.0 0.1 -0.2 -0.15
O 3.6171 4.3662 4.7982 0.0 -0.1 0.0 -0.31
S 4.8053 5.0148 5.6218 0.0 0.0 0.0 1.11
O 4.7297 6.4322 5.5854 0.0 0.1 0.0 -0.56
O 4.9035 4.3452 6.8688 0.0 0.0 0.1 -0.54
O 5.9858 4.5615 4.6549 0.1 0.0 -0.1 -0.33
H 5.5831 2.6165 4.0555 0.0 0.0 0.0 0.29
H 6.1037 3.7311 2.7672 0.0 0.1 0.0 0.31
H 3.4562 3.2313 3.0657 -0.2 0.0 0.2 0.17
H 3.9674 4.9238 2.8362 0.0 0.0 0.0 0.29
```
Forces are in eV/Å.

As for the charge: -1. As for the LUMO energy: 2.23 eV. The value obtained for the total energy is -2978.77191 Eh. Its energy relative to the best compared isomer or geometry (same formula, charge and spin) is 0.0 kcal/mol.

=====

No. 3
Here is 2 unconnected molecules or ions with the total composition C5H11NO in a non-equilibrium geometry from OMol25. Energies are from ωB97M-V/def2-TZVPD.

```
18
Properties=species:S:1:pos:R:3:forces:R:3:nbo_charge:R:1
N 2.6745 0.9009 -0.8952 -0.2 -0.2 0.1 -0.80
C 1.4798 0.8863 -0.1749 -0.1 -0.4 0.4 0.02
C 0.2970 0.4037 -0.5731 0.0 1.3 0.0 -0.34
C -0.8470 0.4180 0.3376 0.2 -0.1 -0.5 -0.22
C -2.1028 0.3166 -0.0787 -0.4 0.3 0.5 -0.19
C -3.2542 0.0506 0.8357 -1.0 0.2 0.3 -0.65
H 3.4851 0.7533 -0.3100 0.0 0.2 0.0 0.37
H 2.6667 0.1935 -1.6190 0.1 0.2 -0.1 0.38
H 1.5027 1.2903 0.8367 0.4 -0.1 -0.1 0.19
H 0.1224 0.1778 -1.6192 0.0 -0.4 0.0 0.21
H -0.6427 0.4739 1.4013 0.1 -0.3 0.1 0.20
H -2.3219 0.5350 -1.1151 0.0 -0.5 -0.3 0.19
H -3.6467 0.9250 1.3728 0.2 0.1 -0.2 0.22
H -4.1207 -0.3484 0.3018 0.1 0.0 -0.2 0.22
H -3.0611 -0.6824 1.6143 0.4 -0.1 0.0 0.22
H 1.9008 -1.6228 0.6110 0.0 0.0 0.0 0.46
H 0.5154 -1.9581 0.1357 0.1 -0.1 0.0 0.48
O 1.3580 -2.3755 0.3601 -0.1 -0.1 0.0 -0.94
```
Forces are in eV/Å.

As for the structure (SMILES): C/C=C/C=C/N.O. As for the LUMO energy: 0.91 eV. The value obtained for the total energy is -327.06130 Eh. Its energy relative to the best compared isomer or geometry (same formula, charge and spin) is 44.0 kcal/mol.

=====

No. 4
Here is 2 unconnected molecules or ions with the total composition C7H12NOP3 in a non-equilibrium geometry from OMol25. Energies are from ωB97M-V/def2-TZVPD.

```
24
Properties=species:S:1:pos:R:3:forces:R:3:nbo_charge:R:1
C -0.0992 -0.9312 0.8944 3.0 0.3 -2.4 -0.14
C 1.2821 -1.0442 1.0314 -0.4 1.9 -1.4 -0.27
C 0.2451 0.3060 -1.1744 0.1 -0.8 -0.1 0.05
C -0.6516 -0.3168 -0.2616 0.8 0.8 -0.5 -0.21
C 2.0801 -0.2481 0.1097 -1.1 -0.7 0.2 0.52
C 4.1818 0.6058 -0.5381 1.5 -0.2 0.6 -0.27
C -2.0895 -0.2938 -0.4575 1.2 -0.2 1.8 -0.58
N 1.6036 0.3105 -0.9972 -1.1 0.2 0.7 -0.49
O 3.3867 -0.0986 0.4380 -0.9 0.4 -1.2 -0.49
P -2.2174 1.6252 1.6819 -1.3 0.7 -1.1 0.09
P -3.1223 -1.3948 0.5182 -0.8 -0.1 -0.1 0.34
P -2.7451 0.5442 -1.8243 -0.9 -0.4 -1.5 0.40
H -0.7704 -1.3424 1.5419 -1.4 -1.3 2.0 0.21
H 1.8389 -1.5653 1.7819 -0.2 -0.2 0.6 0.23
H -0.1785 0.7440 -2.1310 1.1 -0.6 1.3 0.20
H 4.2281 0.1161 -1.5220 -0.5 0.3 0.4 0.20
H 5.1542 0.4939 -0.0730 0.5 -0.1 -0.2 0.19
H 4.0813 1.7013 -0.6005 -0.9 -0.5 0.0 0.20
H -1.0115 1.6036 2.3211 1.1 -0.3 0.6 -0.05
H -2.8322 0.6475 2.4732 0.1 -0.2 0.3 -0.04
H -4.1122 -1.5643 -0.4881 -0.1 0.2 0.2 -0.01
H -2.5049 -2.5462 0.0750 0.4 -0.9 -0.1 -0.02
H -3.8554 1.0665 -1.1663 -0.4 0.3 0.1 -0.01
H -1.8917 1.5812 -1.6328 0.3 1.5 -0.2 -0.02
```
Forces are in eV/Å.

As for the LUMO energy (spin up / spin down): -0.84 / -0.86 eV. The value obtained for the total energy is -1427.80903 Eh.

=====

No. 5
Here is C3H5NO2 in the gas phase from OMol25. Energies are from ωB97M-V/def2-TZVPD.

```
11
Properties=species:S:1:pos:R:3:forces:R:3:nbo_charge:R:1
C -0.4286 -0.2089 1.4039 0.0 0.0 0.0 -0.64
C -0.0178 -0.1264 -0.0263 0.0 0.1 0.4 0.28
N 1.3110 -0.4820 -0.5499 0.0 -0.2 0.0 -0.30
O -0.9623 -0.3106 -1.0900 -0.1 -0.1 -0.1 -0.49
C -0.1234 0.8290 -1.0961 -0.1 0.4 0.0 0.29
O 1.1397 0.5147 -1.6166 0.0 0.0 -0.2 -0.38
H -0.7954 -1.2030 1.6775 0.1 0.1 -0.1 0.23
H -1.2292 0.5144 1.5816 0.1 -0.1 0.0 0.23
H 0.4229 0.0436 2.0410 -0.1 0.0 -0.1 0.24
H 1.2442 -1.3735 -1.0500 0.1 0.0 0.2 0.35
H -0.5610 1.8027 -1.2751 0.1 -0.1 0.0 0.19
```
Forces are in eV/Å.

As for the structure (SMILES): C[C@]12NO[C@H]1O2. As for the LUMO energy: 0.99 eV. The value obtained for the total energy is -322.41628 Eh. Its energy relative to the best compared isomer or geometry (same formula, charge and spin) is 99.2 kcal/mol.

=====

No. 6
Here is C4H3ClN2S in the gas phase in a non-equilibrium geometry from OMol25. Energies are from ωB97M-V/def2-TZVPD.

```
11
Properties=species:S:1:pos:R:3:forces:R:3:nbo_charge:R:1
C -1.8574 -0.6811 1.1482 2.4 0.4 0.4 0.19
C 1.0683 0.8424 0.1928 -1.2 -2.4 -0.1 0.14
C 0.7066 0.6137 -1.2321 -0.2 0.1 0.0 -0.69
C -0.5547 -0.7325 0.6837 1.7 -0.6 1.0 -0.16
N -2.8622 -0.6972 1.6545 -3.7 0.1 1.1 -0.28
N 0.4280 0.2170 1.0908 0.0 0.6 1.1 -0.39
S -0.8598 -0.2966 -1.4087 0.3 1.0 -2.5 0.43
Cl -0.0025 -2.4008 0.8003 0.4 0.1 -0.4 0.01
H 1.8613 1.5230 0.3993 0.4 0.5 0.5 0.20
H 0.6661 1.6669 -1.5530 -0.2 -0.6 -1.2 0.26
H 1.4063 -0.0549 -1.7758 0.0 0.9 0.1 0.27
```
Forces are in eV/Å.

As for the LUMO energy (spin up / spin down): 0.22 / -3.20 eV. The value obtained for the total energy is -1121.93127 Eh. Its multiplicity is 3. Its energy relative to the best compared isomer or geometry (same formula, charge and spin) is 0.0 kcal/mol.

=====

No. 7
Here is a molecular structure, C10H13CoNPS in a non-equilibrium geometry from OMol25. Energies are from ωB97M-V/def2-TZVPD.

```
27
Properties=species:S:1:pos:R:3:forces:R:3:nbo_charge:R:1
C 1.7665 0.9759 -0.0734 -0.1 0.1 0.2 -0.55
C 2.0947 2.2030 0.4657 -0.3 -0.9 -0.5 -0.33
C 1.1466 3.0878 1.0317 0.0 0.6 0.4 -0.19
C -0.2490 2.8639 1.0926 0.0 -0.5 -0.4 -0.37
C -0.8589 1.7162 0.6287 0.5 -0.6 -0.2 -0.40
Co 0.0000 0.0000 0.0000 0.0 1.0 0.2 0.62
P 1.1073 -2.0400 -0.6682 -0.8 0.9 0.3 0.14
H 2.6076 0.4597 -0.5654 0.0 0.2 0.2 0.13
H 3.1336 2.5510 0.4113 -0.2 0.0 0.0 0.17
H 1.5168 4.0544 1.3964 -0.1 -0.3 -0.1 0.17
H -1.9607 1.7479 0.6564 0.3 -0.1 0.1 0.15
H -0.8701 3.6801 1.4821 0.2 -0.1 -0.1 0.17
H 0.9863 -3.1820 0.1619 0.1 0.0 -0.3 0.01
H 2.5156 -1.9822 -0.8086 -0.2 -0.2 0.0 -0.01
H 0.7580 -2.6138 -1.9164 0.3 -0.1 0.3 0.00
S -2.1351 -0.8801 0.2308 0.8 3.7 1.7 -0.30
C -2.4463 -2.3904 -0.2872 0.5 -1.8 -3.0 -0.01
N -3.2293 -3.1828 0.5065 -0.7 0.7 2.4 -0.58
C -3.6727 -4.3996 0.0934 -0.5 -2.3 -1.6 -0.10
C -3.3268 -4.8754 -1.1647 -0.2 0.6 0.9 -0.26
C -2.5277 -4.0854 -2.0006 -0.2 -1.2 -0.7 -0.33
C -2.0919 -2.8298 -1.5661 -0.3 0.2 1.4 -0.33
H -3.5367 -2.8373 1.4464 0.8 -0.2 -1.6 0.41
H -4.3121 -4.9848 0.7423 0.1 0.3 0.1 0.19
H -3.6949 -5.8384 -1.5007 0.0 0.1 0.1 0.20
H -2.2732 -4.4408 -2.9898 0.0 0.0 0.0 0.19
H -1.5165 -2.2034 -2.2327 -0.1 0.2 0.3 0.21
```
Forces are in eV/Å.

As for the charge: -1. As for the LUMO energy (spin up / spin down): 3.31 / 3.07 eV. The value obtained for the total energy is -2565.76660 Eh. Its multiplicity is 4.